(1)
{"formula": "C6H6O", "method": "wB97M-V/def2-TZVPD", "relative_energy_ev": 4.385, "charge": 0, "orbital_gap_ev": 10.4, "species": ["C", "C", "C", "C", "C", "O", "C", "H", "H", "H", "H", "H", "H"], "positions_angstrom": [[2.761229, 0.587950, -0.009719], [1.563840, 0.409437, 0.023733], [0.141786, 0.111899, -0.061982], [-1.019314, 1.085365, -0.200785], [-1.050708, 0.014243, 0.851341], [-1.612281, -1.245784, 0.363403], [-0.445801, -1.341144, -0.432608], [3.824419, 0.749236, -0.033323], [-1.653860, 0.984011, -1.081298], [-0.940745, 2.115116, 0.160728], [-1.138117, 0.076746, 1.918448], [0.237098, -2.081514, -0.010430], [-0.667542, -1.465555, -1.487503]], "forces_ev_per_a": [[-0.75, -0.08, 0.07], [0.05, -0.18, 0.10], [-0.34, -1.29, -0.34], [-0.19, -0.29, 0.11], [-1.26, -0.32, 0.58], [0.96, 1.77, 0.41], [1.52, 0.76, -0.91], [-0.49, -0.05, 0.03], [-0.02, -0.06, 0.26], [0.43, -0.49, -0.05], [0.03, 0.71, 0.30], [-0.01, -0.09, -0.35], [0.06, -0.38, -0.20]], "nbo_charge": [-0.221, -0.020, -0.194, -0.421, 0.113, -0.518, -0.020, 0.240, 0.224, 0.239, 0.213, 0.187, 0.177]}

(2)
{"formula": "C5H10O", "method": "wB97M-V/def2-TZVPD", "smiles": "C[C@H]1CCOC1", "relative_energy_ev": 0.917, "charge": 0, "orbital_gap_ev": 10.5, "species": ["C", "C", "C", "C", "O", "C", "H", "H", "H", "H", "H", "H", "H", "H", "H", "H"], "positions_angstrom": [[1.921893, 0.390716, 0.147124], [0.401618, 0.381599, 0.070993], [-0.437806, -0.172650, -1.101890], [-1.824190, -0.021935, -0.398453], [-1.619772, -0.309955, 0.987556], [-0.232549, -0.535115, 1.112450], [2.403151, 0.888888, -0.699048], [2.198361, 0.951212, 1.050812], [2.346385, -0.613882, 0.252874], [0.053744, 1.411301, 0.236430], [-0.421240, 0.368143, -2.051768], [-0.085779, -1.193557, -1.314532], [-2.699144, -0.596049, -0.723052], [-2.078003, 1.043117, -0.499294], [0.089448, -0.426852, 2.149100], [-0.016123, -1.564986, 0.780696]], "forces_ev_per_a": [[0.04, -0.07, -0.08], [-0.03, -0.01, 0.11], [-0.06, 0.12, -0.03], [-0.02, 0.13, -0.40], [-0.06, -0.10, 0.00], [0.31, -0.05, 0.20], [-0.12, -0.10, 0.02], [0.03, -0.15, -0.20], [-0.08, 0.06, -0.15], [0.04, -0.16, 0.16], [0.08, 0.20, 0.23], [-0.49, 0.12, 0.08], [0.46, -0.14, -0.33], [-0.16, -0.13, 0.04], [-0.13, 0.25, -0.04], [0.18, 0.02, 0.40]], "nbo_charge": [-0.607, -0.242, -0.431, -0.073, -0.533, -0.059, 0.214, 0.213, 0.205, 0.198, 0.216, 0.202, 0.191, 0.164, 0.192, 0.150]}

(3)
{"formula": "C20H39ClN2O6S", "method": "wB97M-V/def2-TZVPD", "smiles": "O=C1OC(=O)C(CCCCS(=O)(=O)Cl)=C1O.CCN(CC)CC.CCN(CC)CC", "charge": 0, "orbital_gap_ev": 7.6, "species": ["O", "C", "O", "C", "O", "C", "C", "C", "C", "C", "S", "O", "O", "Cl", "C", "O", "H", "H", "H", "H", "H", "H", "H", "H", "H", "C", "C", "N", "C", "C", "C", "C", "H", "H", "H", "H", "H", "H", "H", "H", "H", "H", "H", "H", "H", "H", "H", "C", "C", "N", "C", "C", "C", "C", "H", "H", "H", "H", "H", "H", "H", "H", "H", "H", "H", "H", "H", "H", "H"], "positions_angstrom": [[5.542718, -4.807077, 2.200621], [5.462846, -3.623409, 2.187480], [5.970697, -2.836808, 3.204962], [5.587384, -1.526262, 2.924494], [6.236775, -0.582890, 3.244698], [4.466854, -1.569106, 1.960665], [3.505107, -0.453219, 1.739618], [2.042941, -0.809935, 2.092506], [1.810299, -1.643878, 3.352947], [0.496766, -2.437459, 3.326757], [0.439693, -3.763096, 2.146089], [0.557480, -3.235642, 0.817329], [-0.688844, -4.582109, 2.460629], [2.101448, -4.839054, 2.539947], [4.602929, -2.748117, 1.331791], [4.009796, -3.246874, 0.241989], [3.513302, -0.173420, 0.682266], [3.810427, 0.421571, 2.313821], [1.500163, 0.127900, 2.235536], [1.569705, -1.271884, 1.226504], [2.596653, -2.365876, 3.580589], [1.752801, -0.997262, 4.232577], [0.354402, -2.941208, 4.284429], [-0.382703, -1.819473, 3.144632], [3.159846, -2.816747, 0.069152], [-3.749003, 0.015093, -1.008155], [-3.342443, -0.506005, -2.378166], [-1.944559, -0.890647, -2.452341], [-1.489989, -1.141349, -3.807849], [-2.106575, -2.317782, -4.574645], [-1.508192, -1.841815, -1.444085], [-2.239388, -3.187445, -1.352529], [-3.103403, 0.837045, -0.697134], [-4.775902, 0.381069, -1.040213], [-3.704777, -0.761770, -0.243944], [-3.503919, 0.287668, -3.112996], [-4.024978, -1.326066, -2.653189], [-0.403248, -1.261982, -3.785480], [-1.669086, -0.227052, -4.382864], [-1.729346, -3.277210, -4.223342], [-1.848698, -2.239574, -5.632637], [-3.194461, -2.328793, -4.503461], [-1.578442, -1.351015, -0.469190], [-0.440383, -2.025849, -1.583462], [-3.322440, -3.070438, -1.414825], [-2.014848, -3.658461, -0.394102], [-1.924161, -3.881318, -2.130278], [-0.257489, 6.438335, 0.026893], [0.159717, 5.029157, -0.365409], [-0.372150, 4.007804, 0.519367], [0.238940, 2.706702, 0.326896], [0.023717, 1.984734, -1.010227], [-1.814516, 4.019485, 0.688934], [-2.684761, 3.887374, -0.568129], [0.007253, 6.647108, 1.064145], [0.251285, 7.163926, -0.608546], [-1.329497, 6.598765, -0.092090], [1.250330, 4.969062, -0.316630], [-0.112525, 4.861637, -1.419688], [-0.091972, 2.051608, 1.139741], [1.317330, 2.831857, 0.475506], [-0.977198, 1.564560, -1.100711], [0.722560, 1.148793, -1.093268], [0.199090, 2.641654, -1.862585], [-2.086990, 4.949992, 1.192346], [-2.076842, 3.230903, 1.399198], [-2.325874, 4.519806, -1.381004], [-3.706112, 4.199072, -0.340521], [-2.735539, 2.862697, -0.931360]], "forces_ev_per_a": [[0.31, 0.05, -0.34], [-0.58, -0.34, 0.67], [0.44, 0.10, -0.38], [0.37, 0.04, -0.64], [-0.40, -0.05, 0.69], [-0.06, -0.18, -0.15], [-0.16, 0.11, -0.14], [-0.10, 0.24, -0.04], [-0.30, -0.22, 0.13], [0.68, 0.01, 0.66], [-1.31, 0.15, -0.37], [0.43, -0.13, 0.00], [0.30, 0.01, 0.04], [0.17, -0.01, 0.09], [-0.46, 0.38, 0.08], [0.05, -0.18, 0.29], [0.07, 0.17, 0.06], [0.22, -0.09, -0.02], [0.04, 0.05, -0.15], [0.08, -0.17, 0.10], [0.19, 0.13, -0.24], [0.05, 0.03, -0.05], [-0.07, 0.00, -0.02], [-0.05, -0.10, -0.31], [0.07, 0.04, 0.02], [-0.02, -0.03, 0.03], [-0.10, -0.04, 0.06], [0.01, 0.03, -0.01], [0.07, 0.07, -0.16], [0.08, -0.03, -0.03], [0.04, -0.08, 0.22], [0.07, -0.04, 0.05], [0.01, -0.06, 0.03], [0.00, 0.02, -0.01], [-0.01, -0.01, 0.00], [0.04, -0.03, -0.05], [-0.01, 0.02, -0.02], [0.00, -0.03, 0.07], [-0.06, 0.02, 0.05], [-0.05, -0.01, 0.05], [0.00, 0.01, 0.00], [-0.01, 0.01, 0.01], [-0.04, 0.03, -0.01], [0.00, 0.03, -0.11], [0.00, 0.02, -0.01], [0.01, 0.00, 0.00], [-0.07, 0.02, -0.05], [-0.01, 0.02, 0.00], [-0.03, 0.10, -0.06], [0.05, -0.02, 0.04], [0.18, -0.18, 0.00], [-0.06, -0.04, 0.09], [-0.19, 0.09, 0.03], [-0.07, -0.04, 0.06], [-0.01, -0.03, 0.02], [0.01, 0.00, 0.00], [0.00, 0.00, -0.01], [0.00, -0.09, -0.01], [0.02, 0.01, 0.00], [-0.09, 0.04, 0.01], [0.00, 0.09, -0.01], [0.02, 0.02, -0.05], [0.00, -0.01, 0.00], [0.01, 0.02, 0.00], [0.06, 0.03, -0.02], [0.07, -0.07, -0.04], [0.02, 0.02, 0.01], [0.00, 0.00, 0.01], [0.08, 0.06, -0.07]], "nbo_charge": [-0.491, 0.733, -0.500, 0.766, -0.508, -0.177, -0.432, -0.416, -0.422, -0.656, 2.108, -0.932, -0.893, -0.190, 0.249, -0.632, 0.230, 0.242, 0.222, 0.224, 0.223, 0.229, 0.258, 0.261, 0.505, -0.614, -0.214, -0.457, -0.203, -0.636, -0.214, -0.641, 0.201, 0.215, 0.203, 0.195, 0.160, 0.190, 0.188, 0.202, 0.211, 0.205, 0.186, 0.198, 0.201, 0.221, 0.204, -0.616, -0.213, -0.454, -0.203, -0.637, -0.215, -0.638, 0.211, 0.213, 0.202, 0.195, 0.159, 0.182, 0.184, 0.212, 0.206, 0.206, 0.193, 0.193, 0.205, 0.212, 0.203]}